Molecular formula: C6H10O2
Method: DFT, wB97M-V/def2-TZVPD

molar mass: 114.1 g/mol
Kohn-Sham gap: 8.056 eV
calculated total energy: -384.98532 Ha
net charge: 0
energy relative to the best compared isomer or geometry (same formula, charge and spin): 73.5 kcal/mol

Each line ends with the Mulliken charge.
Positions of all 18 atoms, in Å:
1 O 0.37 2.33 -0.46  -0.6518
2 C -0.70 1.70 -0.49  0.5498
3 O -1.54 1.51 0.42  -0.6569
4 C -0.87 0.75 -1.72  -0.5465
5 C -0.83 -0.68 -1.21  -0.6224
6 C 0.40 -0.78 -0.31  -0.0684
7 C 0.25 -0.73 1.06  0.1084
8 C 1.39 -0.62 2.03  -1.3280
9 H 0.30 0.37 0.38  0.1352
10 H -1.83 0.98 -2.18  0.3619
11 H -0.08 1.02 -2.42  0.2908
12 H -1.67 -0.89 -0.56  0.2831
13 H -0.80 -1.41 -2.01  0.3845
14 H 1.34 -0.96 -0.81  0.3348
15 H -0.76 -0.82 1.45  0.3525
16 H 1.62 0.42 2.23  0.3462
17 H 1.12 -1.10 2.96  0.3762
18 H 2.28 -1.11 1.66  0.3506